DFT (the ωB97M-V functional and the def2-TZVPD basis) results for 2 unconnected molecules or ions with the total composition C10H8N2O2S at a distorted geometry.

```
23
Properties=species:S:1:pos:R:3:forces:R:3:mulliken_spin:R:1
C 2.835896 -2.762905 -2.381039 1.15 -0.94 0.42 0.001
C -3.242188 0.724274 -1.877024 4.47 1.55 -4.69 0.966
C 0.723781 0.770444 1.894083 0.57 -0.66 1.58 0.014
C 1.520748 0.318305 0.650131 -2.39 0.15 0.17 0.006
C -0.305411 -0.410160 1.677037 1.66 -0.02 0.63 0.014
C -0.213768 1.626406 0.983539 -1.15 1.87 1.05 0.028
C 0.552479 -0.846881 0.465178 -2.36 -1.56 -2.41 0.016
C 0.570162 1.202428 -0.283828 -0.76 -2.57 2.01 0.085
C -1.318620 0.575368 1.157843 -2.14 -2.13 -0.25 0.068
C -0.210063 -0.119860 -0.706755 -0.86 0.49 -0.51 0.041
N -1.725738 -0.083687 -0.179456 0.98 3.04 -1.46 0.434
N -2.905288 0.240932 -0.832895 1.15 -3.18 8.84 0.373
O 3.062224 -3.856703 -2.679442 -0.68 0.44 -0.31 0.000
O -3.962137 1.093397 -2.712818 -3.26 0.72 -1.52 0.129
S 2.778648 -1.321603 -1.799431 -0.29 0.43 -0.33 0.001
H 1.206468 0.897004 2.916993 -0.83 0.55 -1.43 0.001
H 2.518900 0.096381 0.696596 2.66 0.21 -0.42 0.002
H -0.491013 -1.202780 2.388220 -0.44 0.17 0.29 -0.009
H -0.542219 2.706257 1.177381 0.78 -1.48 -0.51 -0.030
H 0.666393 -1.949861 0.231257 0.53 1.35 0.78 -0.005
H 0.891858 1.986989 -0.866348 0.55 1.36 -1.83 -0.030
H -2.164188 0.722086 1.843872 0.22 0.39 -0.53 -0.037
H -0.246925 -0.405832 -1.763093 0.42 -0.20 0.42 -0.067
```
Forces are in eV/Å.

Results
2S+1 = 3
Max |F| = 0.18411 hartree/bohr
ΔE to the lowest compared entry with this formula, charge and spin = 555.23 kJ/mol
Charge = 0